# 1
C22H49F2N10Ti | ωB97M-V/def2-TZVPD

Computed properties:
Largest force on an atom ... 0.91 eV Å⁻¹
Net charge ... +3
E_tot ... -67035.662 eV

Geometry (Å):
Ti (-0.071, -0.860, 0.584)
C (-1.583, -0.731, -1.954)
N (-2.710, -0.100, -1.310)
C (-3.542, 0.720, -2.196)
C (-3.041, -0.293, -0.004)
N (-2.066, -0.552, 0.887)
C (-2.467, -0.941, 2.256)
C (-1.259, -1.450, 3.037)
N (-0.020, -0.739, 2.592)
C (1.240, -1.434, 2.999)
C (2.358, -1.039, 2.049)
N (2.011, -1.216, 0.604)
C (3.112, -1.468, -0.159)
N (4.367, -1.207, 0.283)
C (5.478, -2.114, -0.006)
C (4.783, 0.048, 0.904)
N (3.018, -2.031, -1.374)
C (1.956, -2.946, -1.760)
C (4.050, -1.818, -2.393)
C (0.029, 0.727, 2.920)
C (-0.461, 1.640, 1.788)
N (-0.009, 1.199, 0.442)
C (0.009, 2.155, -0.516)
N (0.704, 1.969, -1.648)
C (1.876, 1.122, -1.723)
C (0.332, 2.614, -2.907)
N (-0.665, 3.318, -0.375)
C (-2.020, 3.390, 0.154)
C (-0.117, 4.594, -0.840)
N (-4.339, -0.174, 0.326)
C (-4.833, 0.557, 1.496)
C (-5.397, -0.731, -0.526)
H (-1.458, -0.295, -2.945)
H (-1.708, -1.809, -2.062)
H (-0.602, -0.521, -1.464)
H (-2.886, 1.379, -2.765)
H (-4.218, 1.331, -1.607)
H (-4.120, 0.115, -2.894)
H (-3.229, -1.726, 2.240)
H (-2.883, -0.080, 2.780)
H (-1.100, -2.517, 2.865)
H (-1.406, -1.298, 4.110)
H (1.060, -2.509, 2.986)
H (1.508, -1.138, 4.019)
H (3.229, -1.647, 2.305)
H (2.631, 0.001, 2.242)
H (5.101, -3.060, -0.382)
H (6.010, -2.302, 0.926)
H (6.175, -1.682, -0.723)
H (3.964, 0.753, 0.945)
H (5.575, 0.488, 0.296)
H (5.173, -0.114, 1.909)
H (1.656, -3.560, -0.911)
H (2.337, -3.606, -2.538)
H (1.097, -2.416, -2.180)
H (4.639, -0.938, -2.152)
H (3.547, -1.655, -3.346)
H (4.707, -2.681, -2.493)
H (1.065, 0.967, 3.161)
H (-0.570, 0.906, 3.817)
H (-0.078, 2.644, 1.996)
H (-1.549, 1.690, 1.821)
H (2.280, 0.976, -0.728)
H (2.622, 1.610, -2.350)
H (1.641, 0.150, -2.168)
H (-0.690, 2.977, -2.857)
H (0.408, 1.873, -3.702)
H (0.998, 3.443, -3.149)
H (-2.444, 2.392, 0.217)
H (-2.626, 3.975, -0.540)
H (-2.056, 3.875, 1.130)
H (0.933, 4.479, -1.088)
H (-0.201, 5.317, -0.028)
H (-0.661, 4.976, -1.704)
H (-4.096, 1.284, 1.832)
H (-5.116, -0.105, 2.314)
H (-5.717, 1.110, 1.180)
H (-4.970, -1.407, -1.261)
H (-5.969, 0.052, -1.023)
H (-6.069, -1.301, 0.113)
F (-1.886, -3.137, 0.235)
C (-0.598, -2.824, -0.069)
F (0.168, -3.241, 1.017)
H (-0.339, -3.406, -0.958)

Electronic structure analysis, Löwdin charges in units of e: 1.161, -0.023, -0.099, -0.009, -0.347, -0.041, -0.156, -0.104, -0.254, -0.117, -0.180, -0.017, -0.369, -0.147, -0.016, -0.020, -0.124, -0.017, -0.020, -0.082, -0.172, -0.020, -0.354, -0.123, -0.022, -0.013, -0.130, -0.021, -0.008, -0.122, -0.012, -0.005, 0.119, 0.107, 0.039, 0.095, 0.098, 0.112, 0.149, 0.105, 0.127, 0.157, 0.131, 0.159, 0.147, 0.099, 0.103, 0.113, 0.104, 0.078, 0.113, 0.111, 0.089, 0.118, 0.080, 0.100, 0.108, 0.106, 0.129, 0.154, 0.148, 0.082, 0.070, 0.118, 0.084, 0.093, 0.106, 0.108, 0.065, 0.115, 0.111, 0.102, 0.112, 0.104, 0.087, 0.107, 0.114, 0.105, 0.103, 0.115, 0.034, -0.343, -0.018, 0.109

# 2
C22H49FeN2OP3Se | ωB97M-V/def2-TZVPD

Computed properties:
Spin multiplicity ... 6
Largest force on an atom ... 3.33 eV Å⁻¹
Net charge ... +3
E_tot ... -156208.152 eV
<S²> ... 8.85

Geometry (Å):
Fe (0.304, -0.381, -1.238)
P (2.178, -1.366, -1.482)
P (0.267, 1.622, -1.842)
P (-0.961, -1.356, -2.646)
H (-0.987, 0.154, 0.864)
C (-1.055, -0.766, 0.245)
C (-0.021, -1.770, 0.296)
H (0.790, -1.700, 1.041)
C (3.583, -1.413, -0.294)
C (3.040, -0.689, -2.954)
C (2.109, -3.177, -1.834)
C (-1.239, 2.540, -1.361)
C (1.495, 2.822, -1.206)
C (0.359, 1.912, -3.648)
C (-1.632, -3.039, -2.329)
C (-0.256, -1.586, -4.324)
C (-2.528, -0.459, -2.954)
H (-2.059, -0.963, -0.167)
H (-0.169, -2.782, -0.100)
H (3.224, -1.726, 0.696)
H (4.057, -0.429, -0.205)
H (4.329, -2.138, -0.651)
H (3.293, 0.366, -2.776)
H (2.414, -0.756, -3.853)
H (3.964, -1.262, -3.105)
H (1.747, -3.702, -0.940)
H (3.128, -3.519, -2.059)
H (1.447, -3.425, -2.674)
H (-1.175, 3.538, -1.815)
H (-1.265, 2.623, -0.265)
H (-2.145, 2.022, -1.700)
H (1.223, 3.824, -1.578)
H (2.504, 2.544, -1.544)
H (1.451, 2.778, -0.102)
H (0.375, 3.000, -3.792)
H (-0.508, 1.480, -4.163)
H (1.274, 1.464, -4.055)
H (-2.281, -3.276, -3.185)
H (-2.223, -3.044, -1.401)
H (-0.825, -3.785, -2.257)
H (-1.084, -1.954, -4.946)
H (0.560, -2.326, -4.303)
H (0.120, -0.628, -4.714)
H (-3.127, -1.110, -3.606)
H (-2.347, 0.504, -3.451)
H (-3.067, -0.281, -2.010)
C (-5.411, 1.076, 1.479)
C (-4.835, -0.051, 2.095)
C (-5.617, -0.883, 2.905)
C (-6.968, -0.573, 3.136)
C (-7.528, 0.580, 2.570)
C (-6.758, 1.405, 1.753)
Se (-4.449, 2.158, 0.232)
H (-3.128, 1.503, 0.560)
H (-3.781, -0.273, 1.924)
H (-5.174, -1.772, 3.353)
H (-7.576, -1.230, 3.760)
H (-8.572, 0.836, 2.763)
H (-7.189, 2.302, 1.305)
C (0.839, -0.583, 3.733)
N (2.098, 0.122, 3.663)
C (3.118, -0.302, 4.601)
C (2.326, 0.906, 2.561)
O (1.443, 1.049, 1.685)
N (3.594, 1.476, 2.417)
C (4.291, 2.157, 3.493)
C (3.901, 1.973, 1.092)
H (0.464, -0.576, 4.761)
H (0.961, -1.634, 3.427)
H (0.132, -0.105, 3.059)
H (4.046, -0.562, 4.071)
H (3.328, 0.480, 5.345)
H (2.754, -1.195, 5.119)
H (4.789, 3.037, 3.070)
H (3.602, 2.493, 4.273)
H (5.058, 1.511, 3.924)
H (4.980, 1.891, 0.939)
H (3.370, 1.373, 0.352)
H (3.612, 3.027, 0.969)

Electronic structure analysis, Löwdin charges in units of e: -0.077, 0.734, 0.714, 0.724, 0.047, -0.245, -0.224, 0.039, -0.223, -0.232, -0.221, -0.257, -0.242, -0.223, -0.213, -0.217, -0.233, 0.039, 0.054, 0.042, 0.022, 0.066, 0.042, 0.035, 0.065, 0.055, 0.062, 0.030, 0.069, 0.038, 0.002, 0.068, 0.047, 0.027, 0.065, 0.037, 0.046, 0.064, 0.057, 0.051, 0.066, 0.046, 0.034, 0.062, 0.038, 0.031, -0.529, -0.082, -0.013, 0.025, -0.007, -0.069, 1.154, -0.095, 0.095, 0.129, 0.140, 0.139, 0.124, 0.008, -0.047, 0.000, -0.420, 0.030, 0.005, 0.018, -0.002, 0.125, 0.124, 0.082, 0.115, 0.115, 0.118, 0.123, 0.127, 0.123, 0.134, 0.059, 0.137

# 3
C22H49FeN2P3SSe | ωB97M-V/def2-TZVPD

Computed properties:
Spin multiplicity ... 6
Largest force on an atom ... 5.81 eV Å⁻¹
Net charge ... +3
E_tot ... -164994.981 eV
<S²> ... 8.80

Geometry (Å):
Fe (-0.201, -0.151, -0.707)
P (-1.334, 0.854, -2.216)
P (-2.196, -0.857, 0.582)
P (0.004, -2.357, -1.204)
H (3.139, 1.543, -0.319)
C (2.858, 0.833, -1.116)
C (1.523, 0.443, -1.328)
H (0.797, 1.313, -1.169)
C (-1.600, 2.645, -1.877)
C (-2.940, 0.225, -2.861)
C (-0.317, 0.899, -3.732)
C (-2.009, -1.552, 2.285)
C (-3.257, 0.585, 0.955)
C (-3.474, -2.003, -0.115)
C (1.659, -2.880, -1.804)
C (-1.078, -3.014, -2.545)
C (-0.196, -3.647, 0.081)
H (3.620, 0.634, -1.897)
H (1.425, -0.346, -2.127)
H (-0.833, 3.031, -1.181)
H (-2.598, 2.796, -1.452)
H (-1.522, 3.199, -2.829)
H (-3.773, 0.406, -2.163)
H (-2.847, -0.838, -3.099)
H (-3.122, 0.795, -3.786)
H (0.478, 1.629, -3.587)
H (-0.981, 1.222, -4.555)
H (0.114, -0.090, -3.955)
H (-2.965, -1.465, 2.829)
H (-1.226, -1.002, 2.830)
H (-1.720, -2.610, 2.278)
H (-3.955, 0.312, 1.762)
H (-3.827, 0.891, 0.070)
H (-2.649, 1.438, 1.281)
H (-4.368, -1.984, 0.529)
H (-3.123, -3.040, -0.174)
H (-3.776, -1.686, -1.121)
H (1.518, -3.797, -2.395)
H (2.341, -3.064, -0.961)
H (2.105, -2.127, -2.448)
H (-0.745, -4.039, -2.753)
H (-0.974, -2.407, -3.453)
H (-2.128, -3.024, -2.238)
H (-0.293, -4.627, -0.406)
H (-1.072, -3.478, 0.717)
H (0.696, -3.641, 0.727)
C (3.523, -2.670, 2.011)
C (4.380, -1.816, 1.315)
C (5.451, -2.371, 0.632)
C (5.591, -3.771, 0.548)
C (4.599, -4.606, 1.061)
C (3.541, -4.057, 1.767)
Se (2.448, -2.037, 3.461)
H (1.389, -1.633, 2.574)
H (4.208, -0.727, 1.385)
H (6.222, -1.722, 0.178)
H (6.490, -4.253, 0.123)
H (4.682, -5.691, 0.942)
H (2.770, -4.690, 2.188)
C (-1.537, 2.437, 3.495)
N (-1.332, 3.193, 2.261)
C (-2.456, 4.047, 1.847)
C (-0.296, 2.892, 1.420)
S (0.370, 1.295, 1.385)
N (0.273, 3.912, 0.702)
C (0.084, 5.296, 1.157)
C (1.569, 3.663, 0.064)
H (-2.412, 1.770, 3.417)
H (-0.627, 1.864, 3.697)
H (-1.732, 3.149, 4.316)
H (-2.349, 5.054, 2.282)
H (-2.502, 4.093, 0.746)
H (-3.389, 3.610, 2.230)
H (0.126, 5.375, 2.250)
H (0.888, 5.905, 0.723)
H (-0.864, 5.684, 0.786)
H (2.319, 3.324, 0.802)
H (1.517, 2.902, -0.726)
H (1.881, 4.610, -0.387)

Electronic structure analysis, Löwdin charges in units of e: -0.002, 0.728, 0.754, 0.769, 0.062, 0.075, -0.366, -0.002, -0.193, -0.217, -0.220, -0.247, -0.247, -0.231, -0.216, -0.214, -0.226, 0.103, 0.034, 0.019, 0.053, 0.077, 0.047, 0.034, 0.068, 0.059, 0.077, 0.054, 0.068, 0.020, 0.032, 0.071, 0.046, -0.001, 0.074, 0.044, 0.029, 0.071, 0.045, 0.039, 0.067, 0.052, 0.033, 0.080, 0.001, 0.033, -0.566, -0.116, -0.037, -0.014, -0.038, -0.119, 1.327, -0.123, 0.115, 0.136, 0.141, 0.138, 0.112, -0.059, -0.216, -0.033, -0.645, 0.704, -0.180, -0.011, -0.074, 0.086, 0.057, 0.118, 0.105, 0.093, 0.107, 0.118, 0.105, 0.089, 0.100, 0.038, 0.108